1.
The following is a quantum chemistry calculation of an isolated molecule of C5H12N2O at a distorted geometry, from the Open Molecules 2025 dataset.

Geometry as XYZ:
```
20
Properties=species:S:1:pos:R:3:nbo_charge:R:1
C 0.39456 -0.59929 -0.63705 0.254
C 1.47631 -1.29392 0.18484 -0.624
C -0.73210 -1.56576 -0.99363 -0.642
C -0.07051 0.77501 0.16910 0.100
N 0.68016 1.91510 -0.07783 -0.842
N -1.50251 1.69890 1.91640 -0.859
C -1.08464 0.57404 0.96655 -0.108
O 1.02836 -0.15152 -1.82895 -0.738
H 0.35601 0.24051 -2.39750 0.469
H 1.41462 1.74684 -0.75537 0.399
H 1.02479 2.36001 0.76202 0.376
H -2.50444 1.85251 1.91355 0.360
H -1.07496 2.59268 1.69896 0.356
H -1.62595 -0.32408 1.19474 0.206
H 1.06559 -1.63661 1.13067 0.216
H 1.87911 -2.14276 -0.36716 0.212
H 2.29470 -0.60430 0.38211 0.214
H -1.55974 -1.03618 -1.46537 0.214
H -0.35776 -2.32151 -1.68521 0.223
H -1.10161 -2.07966 -0.11090 0.214
```

**Total charge**: 0
**SMILES**: CC(C)(O)/C(N)=C/N

---

2.
The following is a quantum chemistry calculation of a structure of composition C5H12N2O at a distorted geometry, from the Open Molecules 2025 dataset.

Geometry as XYZ:
```
20
Properties=species:S:1:pos:R:3:nbo_charge:R:1
C 0.83170 -0.33334 2.17711 -0.409
N -0.20649 0.47844 1.57462 -0.628
C -1.40862 -0.45052 -2.22346 0.385
O -0.91441 -0.95578 -3.15158 -0.601
H -1.13430 0.17823 1.85256 0.361
H -1.23838 1.74390 -1.33816 0.234
H 0.78852 -1.39351 1.89119 0.166
H 0.74344 -0.26348 3.26077 0.207
H 1.80317 0.06423 1.88311 0.198
C 1.10221 -1.09342 -1.17160 -0.431
N -0.18119 -0.56998 -0.74196 -0.592
C -0.13331 0.74686 0.18783 0.143
C -1.23724 1.68451 -0.24025 -0.624
H -0.70436 -1.27318 -0.22827 0.372
H 0.84973 1.17111 -0.03827 0.180
H 0.95387 -1.75322 -2.03008 0.221
H 1.62127 -1.66949 -0.39823 0.186
H 1.74768 -0.27342 -1.49441 0.200
H -2.21074 1.29275 0.04075 0.213
H -1.07255 2.66929 0.18833 0.220
```

**Total charge**: 0

---

3.
The following is a quantum chemistry calculation of a cluster of 2 separate species, C5H12N2O in total at a distorted geometry, from the Open Molecules 2025 dataset.

Geometry as XYZ:
```
20
Properties=species:S:1:pos:R:3:nbo_charge:R:1
C 2.49922 -1.54179 -0.07382 -0.633
C 2.24539 -0.07194 -0.24089 -0.274
C 2.22613 0.54598 -1.41239 0.120
O 2.00175 1.91047 -1.48525 -0.694
H 1.69098 -1.96113 0.52992 0.212
H 2.43102 -2.07756 -1.02075 0.209
H 3.43992 -1.81009 0.40070 0.216
H 2.13614 0.58675 0.61400 0.211
H 2.30104 0.05980 -2.37970 0.160
H 1.54152 2.07356 -2.30206 0.472
C -1.45086 -1.49947 0.89697 -0.456
N -2.82162 0.67052 -0.21599 -0.883
C -2.61635 0.48969 1.22243 0.258
N -1.97675 -0.43724 1.75213 -0.400
H -1.33892 -2.40202 1.48754 0.198
H -0.49598 -1.26396 0.43543 0.208
H -2.17747 -1.64824 0.09892 0.202
H -3.82956 0.77869 -0.33411 0.362
H -2.48787 1.62437 -0.37485 0.365
H -3.06173 1.29656 1.80299 0.145
```

**Total charge**: 0
**SMILES**: C/C=C/O.C/N=C\N

---

4.
The following is a quantum chemistry calculation of an isolated molecule of C5H12N2O at a distorted geometry, from the Open Molecules 2025 dataset.

Geometry as XYZ:
```
20
Properties=species:S:1:pos:R:3:nbo_charge:R:1
C -0.78334 -1.27359 -2.44122 -0.614
C 0.20588 -0.96109 -1.32017 -0.211
N -0.46992 -0.24188 -0.24665 -0.609
C 0.69436 1.94778 0.21441 -0.650
C 0.42964 0.51068 0.63985 -0.141
C -0.31441 0.43063 1.98303 0.686
N 0.07603 -0.56981 2.81052 -0.821
O -1.24632 1.17076 2.21365 -0.620
H -1.32981 -2.19461 -2.27399 0.213
H -0.25298 -1.38464 -3.38395 0.214
H -1.55343 -0.52567 -2.43907 0.203
H 0.60453 -1.87580 -0.87063 0.180
H 1.08947 -0.43952 -1.70175 0.161
H -1.11979 0.40879 -0.67064 0.357
H 1.74301 2.11913 -0.02617 0.219
H 0.63183 2.60363 1.10110 0.234
H -0.06498 2.41571 -0.40557 0.224
H 1.37505 -0.00964 0.72272 0.189
H -0.53090 -0.92673 3.52998 0.400
H 0.81610 -1.20414 2.56454 0.386
```

**Total charge**: 0
**SMILES**: CCN[C@@H](C)C(N)=O

---

no.,LUMO level (eV),gap between HOMO and LUMO (eV),highest occupied orbital energy (hartree)
1,0.8725,8.63,-0.2851
2,0.8689,8.94,-0.2966
3,0.7427,9.55,-0.3235
4,0.9262,9.80,-0.3260